No. 1
18
Properties=species:S:1:pos:R:3 method="wB97M-V/def2-TZVPD" largest_force_ha_per_bohr=0.036 homo_lumo_gap_ev="8.95 / 7.72" total_energy_ha=-235.65746 homo_ev="-8.15 / -7.32" e_above_lowest_kj_mol=422.08
C 1.905 0.724 -0.566
C 0.755 -1.270 -0.316
H -1.582 0.164 -1.336
H 2.938 1.043 -0.692
H 1.400 -0.180 1.417
H -1.316 1.186 1.559
H 1.315 0.860 -1.461
C -1.093 0.250 -0.360
H -1.326 -1.953 -0.295
C -0.673 -1.166 0.103
H 1.031 -1.746 -1.250
C -1.893 1.074 0.632
H -0.727 -1.224 1.205
H 2.672 -0.909 0.391
H -0.185 0.845 -0.517
H -2.865 0.639 0.878
H -2.045 2.079 0.224
C 1.689 -0.418 0.384


No. 2
18
Properties=species:S:1:pos:R:3 method="wB97M-V/def2-TZVPD" largest_force_ha_per_bohr=0.014 homo_lumo_gap_ev=9.88 total_energy_ha=-235.71398 homo_ev=-8.81 e_above_lowest_kj_mol=273.70
H 2.521 1.627 0.030
H -0.833 -1.875 -1.541
C 0.881 0.156 -0.369
H -2.178 -1.215 -0.596
C -0.376 0.005 -0.731
C -1.769 0.842 1.505
H 2.516 -0.762 0.840
H 2.289 1.075 -1.699
C -1.089 -1.311 -0.639
H -0.765 0.655 1.128
H -0.757 -1.896 0.225
H -0.925 0.863 -1.117
H -1.733 1.793 2.030
H 2.317 -1.381 -0.869
C 2.115 0.878 -0.646
H -2.047 0.017 2.162
C 2.121 -0.583 -0.158
H -2.492 0.908 0.683